[1]
C5H12O3 | ωB97M-V/def2-TZVPD

Structure (XYZ):
```
20
Properties=species:S:1:pos:R:3:nbo_charge:R:1
C -1.287 -0.025 -2.204 -0.517
C -1.130 0.484 -0.932 0.303
O -0.435 1.694 -0.705 -0.772
C -1.415 -0.094 0.426 -0.267
C -0.575 -1.129 0.722 -0.149
C -0.723 -1.563 2.143 -0.666
H -1.127 0.336 -3.251 0.228
H -1.861 -0.910 -2.144 0.195
H 0.455 1.488 -1.126 0.503
H -1.805 0.471 1.175 0.202
H -0.105 -1.666 -0.145 0.227
H -0.452 -2.619 2.077 0.225
H 0.113 -1.120 2.736 0.223
H -1.730 -1.174 2.547 0.226
O 2.026 0.700 1.293 -0.959
H 1.099 1.070 1.195 0.490
H 2.515 1.620 1.372 0.470
O 1.830 0.679 -1.917 -0.933
H 2.428 1.338 -2.210 0.474
H 2.180 0.420 -1.053 0.497
```

The charge is 0. As for the HOMO energy: -8.59 eV. The SMILES is C=C(O)/C=C/C.O.O. The frontier orbital gap is 8.984 eV.



[2]
C5H12O3 | ωB97M-V/def2-TZVPD

Structure (XYZ):
```
20
Properties=species:S:1:pos:R:3:nbo_charge:R:1
O -1.326 3.112 -0.413 -0.387
C -2.013 2.151 -0.224 0.442
C -1.587 0.712 -0.231 -0.522
C -0.070 0.595 -0.238 -0.494
C 0.778 1.138 -1.300 0.014
C 0.484 1.290 -2.599 -0.115
H -3.066 2.378 0.063 0.198
H -2.048 0.056 0.515 0.291
H -1.974 0.208 -1.160 0.263
H 0.137 0.968 0.805 0.272
H 0.161 -0.519 -0.282 0.319
H 1.732 1.428 -0.825 0.258
H 1.198 1.417 -3.417 0.244
H -0.525 1.138 -3.035 0.218
H 3.752 -6.117 -1.199 0.484
H 3.917 -4.666 -0.443 0.475
O 4.335 -5.431 -0.864 -0.960
H -1.649 -0.277 5.573 0.480
H -1.010 0.673 4.567 0.464
O -1.227 -0.254 4.707 -0.943
```

As for the spin multiplicity: 2. The charge is +1. As for the HOMO energy (spin up / spin down): -13.32 / -13.32 eV. The frontier orbital gap (spin up / spin down) is 9.013 / 4.271 eV.



Q: Which energy above the lowest of the compared OMol25 structures with the same formula, charge and spin values were calculated for the entries above? A: 326.4; 226.8, in kJ/mol.